DFT (ωB97M-V with the def2-TZVPD basis set) results for C23H30N4O2S in the gas phase.

Each atom is followed by the atoms it is bonded to, with distances in Å.
CARTESIAN COORDINATES (ANGSTROEM)
1 C 5.1865 3.1591 2.6833  C2 1.492, H31 1.088, H32 1.087, H33 1.091
2 C 5.4511 1.7323 2.3358  C1 1.492, C3 1.420, C6 1.365
3 C 6.5555 0.9911 2.8338  C2 1.420, C4 1.354, H34 1.076
4 C 6.5940 -0.2827 2.3753  C3 1.354, S5 1.719, H35 1.072
5 S 5.2909 -0.6240 1.3077  C4 1.719, C6 1.738
6 C 4.6861 0.9968 1.4767  C2 1.365, S5 1.738, C7 1.488
7 C 3.4032 1.3941 0.8368  C6 1.488, O8 1.222, N9 1.348
8 O 2.4223 1.6538 1.5170  C7 1.222
9 N 3.3935 1.4577 -0.5094  C7 1.348, C10 1.442, C30 1.446
10 C 4.5134 1.2039 -1.3821  N9 1.442, C11 1.529, H36 1.090, H37 1.098
11 C 4.2830 -0.0873 -2.1681  C10 1.529, C12 1.528, H38 1.091, H39 1.091
12 C 2.9515 -0.0060 -2.9128  C11 1.528, C13 1.534, H40 1.091, H41 1.093
13 C 1.7923 0.3327 -1.9673  C12 1.534, C14 1.533, C30 1.534, H42 1.093
14 C 1.4909 -0.8255 -1.0094  C13 1.533, C15 1.529, H43 1.091, H44 1.091
15 C 0.1429 -0.6848 -0.3016  C14 1.529, C16 1.519, H45 1.093, H46 1.091
16 C -1.0148 -0.8385 -1.2733  C15 1.519, O17 1.219, N18 1.357
17 O -0.8503 -1.1424 -2.4418  C16 1.219
18 N -2.2582 -0.6023 -0.7837  C16 1.357, C19 1.446, C29 1.449
19 C -2.6363 -0.4019 0.5970  N18 1.446, C20 1.537, H47 1.097, H48 1.087
20 C -3.4615 -1.6042 1.0836  C19 1.537, N21 1.447, H49 1.095, H50 1.089
21 N -4.6086 -1.8121 0.2259  C20 1.447, C22 1.370, C28 1.444
22 C -5.8117 -1.2645 0.5851  N21 1.370, C23 1.407, N27 1.337
23 C -6.9512 -1.3088 -0.2385  C22 1.407, C24 1.377, H51 1.078
24 C -8.1364 -0.7963 0.2403  C23 1.377, C25 1.390, H52 1.081
25 C -8.1866 -0.2510 1.5182  C24 1.390, C26 1.382, H53 1.078
26 C -7.0182 -0.2572 2.2553  C25 1.382, N27 1.320, H54 1.083
27 N -5.8711 -0.7382 1.8127  C22 1.337, C26 1.320
28 C -4.2087 -2.0194 -1.1465  N21 1.444, C29 1.535, H55 1.096, H56 1.087
29 C -3.4044 -0.8113 -1.6456  N18 1.449, C28 1.535, H57 1.096, H58 1.091
30 C 2.1407 1.6218 -1.2130  N9 1.446, C13 1.534, H59 1.090, H60 1.096
31 H 5.3973 3.3329 3.7363  C1 1.088
32 H 4.1484 3.4090 2.4822  C1 1.087
33 H 5.8266 3.8182 2.0952  C1 1.091
34 H 7.2806 1.4030 3.5131  C3 1.076
35 H 7.3030 -1.0549 2.5981  C4 1.072
36 H 5.4359 1.1545 -0.8028  C10 1.090
37 H 4.5918 2.0462 -2.0813  C10 1.098
38 H 4.2787 -0.9322 -1.4784  C11 1.091
39 H 5.1011 -0.2325 -2.8751  C11 1.091
40 H 2.7469 -0.9499 -3.4190  C12 1.091
41 H 3.0205 0.7725 -3.6773  C12 1.093
42 H 0.8991 0.5106 -2.5713  C13 1.093
43 H 2.2722 -0.8968 -0.2507  C14 1.091
44 H 1.4811 -1.7537 -1.5830  C14 1.091
45 H 0.0612 -1.4661 0.4585  C15 1.093
46 H 0.0838 0.2802 0.2030  C15 1.091
47 H -3.2600 0.4977 0.6615  C19 1.097
48 H -1.7626 -0.2663 1.2290  C19 1.087
49 H -2.8451 -2.5087 1.0541  C20 1.095
50 H -3.8204 -1.4289 2.0966  C20 1.089
51 H -6.9189 -1.7418 -1.2249  C23 1.078
52 H -9.0222 -0.8219 -0.3787  C24 1.081
53 H -9.0991 0.1589 1.9194  C25 1.078
54 H -6.9834 0.1491 3.2586  C26 1.083
55 H -3.5725 -2.9105 -1.1843  C28 1.096
56 H -5.0700 -2.1870 -1.7885  C28 1.087
57 H -4.0358 0.0843 -1.6261  C29 1.096
58 H -3.0353 -0.9811 -2.6580  C29 1.091
59 H 1.3795 1.8784 -0.4758  C30 1.090
60 H 2.2378 2.4517 -1.9217  C30 1.096

- ΔE to the lowest compared entry with this formula, charge and spin: 0.652 eV
- Lowest unoccupied orbital energy: 0.026 hartree
- HOMO energy: -0.2881 Eh
- Multiplicity: 1
- Electronic energy: -1662.1709 Eh

Atomic partial charges in e from the Löwdin method, atoms 1 to 5:
1 C -0.025
2 C -0.312
3 C -0.141
4 C -0.397
5 S 1.050



DFT (ωB97M-V with the def2-TZVPD basis set) results for C6H12 in the gas phase in a non-equilibrium geometry.

Each atom is followed by the atoms it is bonded to, with distances in Å.
CARTESIAN COORDINATES (ANGSTROEM)
1 C -2.7276 -1.0725 -0.1148  C2 1.330, H7 1.087, H8 1.083
2 C -1.6376 -0.3638 -0.3941  C1 1.330, C3 1.509, H9 1.079
3 C -0.8263 0.4050 0.6199  C2 1.509, C4 1.527, H10 1.086, H11 1.098
4 C 0.5265 -0.2246 0.9432  C3 1.527, C5 1.530, H12 1.100, H13 1.089
5 C 1.5044 -0.2875 -0.2322  C4 1.530, C6 1.526, H14 1.087, H15 1.090
6 C 1.9711 1.0817 -0.7171  C5 1.526, H16 1.080, H17 1.085, H18 1.100
7 H -3.1493 -1.1953 0.8794  C1 1.087
8 H -3.2175 -1.5616 -0.9472  C1 1.083
9 H -1.3293 -0.3292 -1.4277  C2 1.079
10 H -1.4220 0.4711 1.5255  C3 1.086
11 H -0.6951 1.4257 0.2380  C3 1.098
12 H 0.3938 -1.2600 1.2896  C4 1.100
13 H 0.9877 0.2935 1.7825  C4 1.089
14 H 2.3920 -0.8680 0.0042  C5 1.087
15 H 1.0257 -0.8070 -1.0628  C5 1.090
16 H 2.7253 1.0069 -1.4859  C6 1.080
17 H 1.1206 1.6614 -1.0596  C6 1.085
18 H 2.3574 1.6242 0.1589  C6 1.100

- ΔE to the lowest compared entry with this formula, charge and spin: 0.957 eV
- Lowest unoccupied orbital energy: 0.045 hartree
- HOMO energy: -0.3547 Eh
- Multiplicity: 1
- Electronic energy: -235.7831 Eh

Atomic partial charges in e from the Löwdin method, atoms 1 to 5:
1 C -0.003
2 C -0.194
3 C -0.218
4 C -0.223
5 C -0.275



DFT (ωB97M-V with the def2-TZVPD basis set) results for C5H8O in the gas phase.

Each atom is followed by the atoms it is bonded to, with distances in Å.
CARTESIAN COORDINATES (ANGSTROEM)
1 C 0.3917 -1.2571 1.1491  C2 1.511, H7 1.092, H8 1.097, H9 1.097
2 C -0.0844 -0.4301 -0.0221  C1 1.511, C3 1.510, C4 1.312
3 C -0.2090 -1.1529 -1.3422  C2 1.510, H10 1.092, H11 1.097, H12 1.097
4 C -0.3575 0.8468 0.1079  C2 1.312, C5 1.309
5 C -0.5784 2.1273 0.2653  C4 1.309, O6 1.371, H13 1.085
6 O 0.3498 3.1244 0.1132  C5 1.371, H14 0.966
7 H 0.4497 -0.6555 2.0591  C1 1.092
8 H -0.2838 -2.1022 1.3302  C1 1.097
9 H 1.3836 -1.6795 0.9439  C1 1.097
10 H -0.5707 -0.4892 -2.1308  C3 1.092
11 H -0.8961 -2.0038 -1.2554  C3 1.097
12 H 0.7638 -1.5599 -1.6464  C3 1.097
13 H -1.5450 2.5333 0.5446  C5 1.085
14 H 1.1863 2.6983 -0.1163  O6 0.966

- ΔE to the lowest compared entry with this formula, charge and spin: 1.821 eV
- Lowest unoccupied orbital energy: 0.030 hartree
- HOMO energy: -0.3196 Eh
- Multiplicity: 1
- Electronic energy: -270.4910 Eh

Atomic partial charges in e from the Löwdin method, atoms 1 to 5:
1 C -0.066
2 C -0.349
3 C -0.067
4 C 0.007
5 C -0.203



DFT (ωB97M-V with the def2-TZVPD basis set) results for C18H13F4N5O2 in the gas phase in a non-equilibrium geometry.

Each atom is followed by the atoms it is bonded to, with distances in Å.
CARTESIAN COORDINATES (ANGSTROEM)
1 N 3.1345 0.6128 8.0692  N9 1.204
2 F -2.2631 -4.2266 -3.0816  C26 1.371
3 F -3.7324 -2.6750 -3.8295  C26 1.362
4 F -2.1028 -3.4989 -5.1249  C26 1.361
5 F 1.7057 -0.9056 -8.2303  C28 1.351
6 N 2.8729 2.7119 6.8098  N9 1.259, C27 1.471
7 N -1.6645 -0.6637 2.2820  O10 1.404, C12 1.325
8 N -0.4195 0.4211 0.8108  C12 1.372, C13 1.300
9 N 3.0101 1.6496 7.4706  N1 1.204, N6 1.259
10 O -1.8045 -1.2812 1.0286  N7 1.404, C13 1.354
11 O -0.3947 -1.5170 -5.3811  C21 1.398, C29 1.431
12 C -0.7816 0.3126 2.1293  N7 1.325, N8 1.372, C22 1.458
13 C -0.9838 -0.5836 0.2086  N8 1.300, O10 1.354, C23 1.485
14 C 0.0900 -0.1656 -3.4033  C17 1.400, C21 1.418, H30 1.065
15 C 0.9503 1.7951 3.1095  C19 1.367, C22 1.409, H31 1.090
16 C -0.7922 0.9144 4.5573  C20 1.387, C22 1.414, H32 1.060
17 C -0.0538 0.0471 -2.0270  C14 1.400, C23 1.408, H33 1.078
18 C -1.6097 -1.7883 -1.8886  C23 1.386, C24 1.422, H34 1.076
19 C 1.4918 2.4148 4.2009  C15 1.367, C25 1.377, H35 1.079
20 C -0.2130 1.5138 5.6658  C16 1.387, C25 1.401, H36 1.072
21 C -0.6206 -1.2176 -4.0346  O11 1.398, C14 1.418, C24 1.417
22 C -0.2205 1.0280 3.2690  C12 1.458, C15 1.409, C16 1.414
23 C -0.8860 -0.7887 -1.2585  C13 1.485, C17 1.408, C18 1.386
24 C -1.5133 -2.0263 -3.2873  C18 1.422, C21 1.417, C26 1.544
25 C 0.9346 2.2879 5.4532  C19 1.377, C20 1.401, C27 1.493
26 C -2.4440 -3.1153 -3.8642  F2 1.371, F3 1.362, F4 1.361, C24 1.544
27 C 1.4744 3.1057 6.5802  N6 1.471, C25 1.493, H37 1.113, H38 1.134
28 C 0.7880 -1.5128 -7.4459  F5 1.351, C29 1.516, H39 1.091, H40 1.076
29 C 0.5857 -0.7903 -6.1290  O11 1.431, C28 1.516, H41 1.107, H42 1.107
30 H 0.7246 0.4930 -3.9490  C14 1.065
31 H 1.4513 1.8582 2.1435  C15 1.090
32 H -1.6553 0.3131 4.6870  C16 1.060
33 H 0.4876 0.8674 -1.5852  C17 1.078
34 H -2.3130 -2.3791 -1.3281  C18 1.076
35 H 2.4189 2.9324 4.0076  C19 1.079
36 H -0.6499 1.3995 6.6383  C20 1.072
37 H 1.4177 4.1887 6.3279  C27 1.113
38 H 0.8470 2.9635 7.5141  C27 1.134
39 H -0.1688 -1.6216 -7.9578  C28 1.091
40 H 1.0585 -2.5285 -7.2164  C28 1.076
41 H 1.5453 -0.7969 -5.5765  C29 1.107
42 H 0.2977 0.2520 -6.3644  C29 1.107

- Lowest unoccupied orbital energy: -0.003 hartree
- HOMO energy: -0.3311 Eh
- Multiplicity: 1
- Electronic energy: -1517.3412 Eh

Atomic partial charges in e from the Löwdin method, atoms 1 to 5:
1 N 0.190
2 F 0.115
3 F 0.139
4 F 0.133
5 F -0.005



DFT (ωB97M-V with the def2-TZVPD basis set) results for 2 unconnected molecules or ions with the total composition C9H14N3O in a non-equilibrium geometry.

Each atom is followed by the atoms it is bonded to, with distances in Å.
CARTESIAN COORDINATES (ANGSTROEM)
1 C -2.9300 -2.0213 -0.3768  C2 1.441, C3 1.349, H14 1.070
2 C -3.2324 -1.3649 0.8704  C1 1.441, C4 1.349, H15 1.070
3 C -1.9019 -1.3568 -0.9425  C1 1.349, N10 1.398, H16 1.071
4 C -2.3783 -0.3298 1.0068  C2 1.349, N10 1.396, H17 1.069
5 C 2.1673 -0.5384 -0.1717  N11 1.305, N12 1.317
6 C 1.0208 2.4412 0.2097  C7 1.467, C8 1.528, H18 1.079, H19 1.079
7 C -0.1265 3.0940 -0.4306  C6 1.467, C8 1.544, H20 1.079, H21 1.079
8 C -0.3492 1.7803 0.3502  C6 1.528, C7 1.544, C9 1.425, H22 1.080
9 C -0.6326 0.6123 -0.4162  C8 1.425, N10 1.319, H23 1.082
10 N -1.5447 -0.2906 -0.1122  C3 1.398, C4 1.396, C9 1.319
11 N 1.8418 -1.8020 -0.2081  C5 1.305, O13 1.429, H24 1.009
12 N 3.3858 -0.2263 0.2174  C5 1.317, H25 1.004, H26 1.017
13 O 2.6697 -2.8742 0.2485  N11 1.429, H27 0.968
14 H -3.4424 -2.8735 -0.7718  C1 1.070
15 H -4.0050 -1.6512 1.5537  C2 1.070
16 H -1.3981 -1.5136 -1.8750  C3 1.071
17 H -2.2916 0.3861 1.7955  C4 1.069
18 H 1.7275 1.9089 -0.4086  C6 1.079
19 H 1.4290 2.8618 1.1159  C6 1.079
20 H -0.5579 3.9753 0.0183  C7 1.079
21 H -0.2294 3.0494 -1.5038  C7 1.079
22 H -0.8375 1.8775 1.3090  C8 1.080
23 H -0.1090 0.4753 -1.3536  C9 1.082
24 H 0.8985 -2.1131 -0.3875  N11 1.009
25 H 3.7113 0.7238 0.2221  N12 1.004
26 H 4.0283 -0.9366 0.5595  N12 1.017
27 H 3.0865 -3.2935 -0.5185  O13 0.968

- Net charge: +1
- ΔE to the lowest compared entry with this formula, charge and spin: 2.432 eV
- Lowest unoccupied orbital energy: -0.172 hartree
- HOMO energy: -0.4456 Eh
- Multiplicity: 1
- Electronic energy: -590.4632 Eh

Atomic partial charges in e from the Löwdin method, atoms 1 to 5:
1 C -0.013
2 C -0.007
3 C -0.050
4 C -0.026
5 C -0.206



DFT (ωB97M-V with the def2-TZVPD basis set) results for a gas-phase ion, C3H8N2O (charge +1) in a non-equilibrium geometry.

Each atom is followed by the atoms it is bonded to, with distances in Å.
CARTESIAN COORDINATES (ANGSTROEM)
1 C 0.5279 -1.0067 0.2391  N2 1.489, C6 1.465, H7 1.067, H8 1.084
2 N 0.3578 0.2467 1.0242  C1 1.489, C3 1.417, H9 0.991
3 C -0.6480 1.2440 0.9890  N2 1.417, N4 1.383, O5 1.218
4 N -1.7576 0.9777 0.2079  C3 1.383, H10 0.965, H11 1.067
5 O -0.4009 2.3045 1.5355  C3 1.218
6 C 0.9908 -0.7899 -1.1340  C1 1.465, H12 1.148, H13 1.053, H14 1.146
7 H -0.4111 -1.4642 0.0196  C1 1.067
8 H 1.0415 -1.7934 0.7795  C1 1.084
9 H 1.2475 0.6532 1.1841  N2 0.991
10 H -2.4188 1.6284 -0.0589  N4 0.965
11 H -1.7983 -0.0364 -0.1211  N4 1.067
12 H 0.1852 -0.8476 -1.9501  C6 1.148
13 H 1.8115 -1.4131 -1.3523  C6 1.053
14 H 1.2724 0.2968 -1.3625  C6 1.146

- Net charge: +1
- ΔE to the lowest compared entry with this formula, charge and spin: 1.078 eV
- Lowest unoccupied orbital energy (spin up / spin down): -0.127 / -0.339 hartree
- ⟨S²⟩: 0.768
- HOMO energy (spin up / spin down): -0.5922 / -0.5751 Eh
- Multiplicity: 2
- Electronic energy: -303.5069 Eh

Atomic partial charges in e from the Löwdin method, atoms 1 to 5:
1 C -0.184
2 N 0.299
3 C -0.474
4 N 0.225
5 O 0.192



What did the sixth record say?
DFT (ωB97M-V with the def2-TZVPD basis set) results for a gas-phase ion, C3H8N2O (charge +1) in a non-equilibrium geometry.

Each atom is followed by the atoms it is bonded to, with distances in Å.
CARTESIAN COORDINATES (ANGSTROEM)
1 C 0.5279 -1.0067 0.2391  N2 1.489, C6 1.465, H7 1.067, H8 1.084
2 N 0.3578 0.2467 1.0242  C1 1.489, C3 1.417, H9 0.991
3 C -0.6480 1.2440 0.9890  N2 1.417, N4 1.383, O5 1.218
4 N -1.7576 0.9777 0.2079  C3 1.383, H10 0.965, H11 1.067
5 O -0.4009 2.3045 1.5355  C3 1.218
6 C 0.9908 -0.7899 -1.1340  C1 1.465, H12 1.148, H13 1.053, H14 1.146
7 H -0.4111 -1.4642 0.0196  C1 1.067
8 H 1.0415 -1.7934 0.7795  C1 1.084
9 H 1.2475 0.6532 1.1841  N2 0.991
10 H -2.4188 1.6284 -0.0589  N4 0.965
11 H -1.7983 -0.0364 -0.1211  N4 1.067
12 H 0.1852 -0.8476 -1.9501  C6 1.148
13 H 1.8115 -1.4131 -1.3523  C6 1.053
14 H 1.2724 0.2968 -1.3625  C6 1.146

- Net charge: +1
- ΔE to the lowest compared entry with this formula, charge and spin: 1.078 eV
- Lowest unoccupied orbital energy (spin up / spin down): -0.127 / -0.339 hartree
- ⟨S²⟩: 0.768
- HOMO energy (spin up / spin down): -0.5922 / -0.5751 Eh
- Multiplicity: 2
- Electronic energy: -303.5069 Eh

Atomic partial charges in e from the Löwdin method, atoms 1 to 5:
1 C -0.184
2 N 0.299
3 C -0.474
4 N 0.225
5 O 0.192